The following is a quantum chemistry calculation of 6 unconnected molecules or ions with the total composition C23H46Br2FNO10 at a distorted geometry, from the OMol25 dataset.

Atoms and positions in Å:
C 3.5925 -3.3385 2.5824
C 2.1135 -3.5066 2.5272
Br 1.4950 -4.8632 3.7005
C 1.2443 -2.8201 1.7829
Br 1.8366 -1.4239 0.6528
C -0.2286 -3.0379 1.7700
O -0.8038 -3.1788 0.4674
C -1.2662 -1.9575 0.0777
O -1.4010 -1.6029 -1.0406
O -1.6181 -1.2550 1.1737
C -1.0942 -1.8938 2.3524
C -2.2794 -2.4266 3.1498
O -2.4307 -2.1251 4.2958
N -3.2036 -3.2816 2.4693
C -3.1437 -4.6265 2.8250
O -3.2669 -5.0964 3.8972
F -2.9289 -5.3815 1.7321
H 3.9445 -2.6735 1.8037
H 4.0467 -4.3158 2.4263
H 3.8812 -2.9822 3.5686
H -0.4640 -3.9583 2.2949
H -0.5854 -1.1740 2.9817
H -3.1847 -3.1545 1.4646
C -1.4072 -1.7854 -4.5020
C -2.8191 -2.3151 -4.3212
C -3.7805 -1.2075 -3.9157
O -2.8259 -3.3596 -3.3515
H -1.0361 -1.3665 -3.5638
H -0.7318 -2.5920 -4.7885
H -1.3666 -1.0102 -5.2690
H -3.1643 -2.7729 -5.2495
H -3.4707 -0.7706 -2.9623
H -4.7879 -1.6035 -3.7866
H -3.8112 -0.4141 -4.6647
H -2.5109 -2.9822 -2.5218
C 2.4378 3.7741 -0.7769
C 2.4264 2.8022 0.3902
C 1.6905 3.3721 1.5935
O 3.7566 2.4359 0.7574
H 2.9502 4.7044 -0.5105
H 2.9593 3.3395 -1.6284
H 1.4204 4.0106 -1.0838
H 1.9402 1.8781 0.0722
H 2.1915 4.2761 1.9503
H 1.6853 2.6537 2.4138
H 0.6590 3.6257 1.3445
H 4.2155 3.2341 1.0444
C 0.0648 3.8970 -5.1733
C 0.9284 2.7617 -4.6467
C 0.6498 1.4479 -5.3580
O 0.7172 2.5929 -3.2430
H -0.9941 3.6695 -5.0216
H 0.2842 4.8223 -4.6405
H 0.2306 4.0605 -6.2389
H 1.9812 3.0220 -4.7666
H -0.3872 1.1502 -5.1821
H 1.2873 0.6586 -4.9599
H 0.8144 1.5226 -6.4339
H -0.2157 2.3790 -3.1288
C 8.6853 4.8532 1.8736
C 7.6016 3.7970 1.7243
C 7.2331 3.5597 0.2703
O 6.4381 4.1753 2.4667
H 8.3404 5.8102 1.4721
H 8.9299 5.0046 2.9249
H 9.5935 4.5664 1.3422
H 7.9431 2.8619 2.1691
H 6.8357 4.4787 -0.1715
H 6.4575 2.7963 0.1973
H 8.0914 3.2413 -0.3224
H 6.1243 5.0104 2.1025
C -8.0299 -1.3744 3.2845
C -7.4615 -2.5799 2.5522
C -7.1729 -3.7300 3.5053
O -6.2768 -2.2180 1.8426
H -7.3120 -1.0070 4.0230
H -8.2310 -0.5624 2.5856
H -8.9560 -1.6259 3.8026
H -8.1680 -2.9077 1.7886
H -6.4289 -3.4303 4.2487
H -6.7699 -4.5851 2.9619
H -8.0749 -4.0463 4.0304
H -5.6287 -1.9249 2.4930

SMILES	C/C(Br)=C(\Br)[C@@H]1OC(=O)O[C@H]1C(=O)NC(=O)F.CC(C)O.CC(C)O.CC(C)O.CC(C)O.CC(C)O
strongest force on any atom	1.1	eV/Å
E_HOMO	-9.817	eV

---

The following is a quantum chemistry calculation of 2 unconnected molecules or ions with the total composition C4H14N6 at a distorted geometry, from the OMol25 dataset.

Atoms and positions in Å:
C 2.3424 -0.7520 -0.0614
C -1.4329 -0.0146 0.2494
C 3.0957 0.4476 0.2347
C -3.5219 1.1696 -0.7782
N 3.0622 -1.7393 -0.6135
N -1.0297 -1.2015 0.1436
N 3.8734 0.5529 1.3056
N 2.6894 1.5154 -0.4757
N -3.6481 -0.4378 0.8968
N -2.8734 -0.0125 -0.2483
H -3.6768 1.9254 -0.0449
H -2.9710 1.5288 -1.5377
H -4.5214 1.0212 -0.9302
H 2.5682 -2.5492 -0.9871
H 4.0780 -1.6081 -0.9075
H -0.1181 -1.5648 0.5511
H -1.5160 -1.8591 -0.4234
H 4.5063 1.3318 1.3044
H 4.1558 -0.2666 1.9271
H 1.7992 1.5473 -1.1269
H 3.0998 2.3949 -0.3125
H -3.7601 0.4249 1.4584
H -3.1381 -1.1416 1.4282
H -3.0628 -0.7127 -1.0519

net charge	+2
ΔE to the lowest compared entry with this formula, charge and spin	371.8	kJ/mol
strongest force on any atom	3.5	eV/Å
E_HOMO	-16.890	eV

---

The following is a quantum chemistry calculation of C5H11N3 in the gas phase at a distorted geometry, from the OMol25 dataset.

Atoms and positions in Å:
H 2.8142 0.7049 1.3334
N 2.5257 -0.2248 1.0209
C 1.5390 -0.2698 0.2718
C 0.4312 -1.1593 -0.2962
C -0.4546 -1.9569 0.6302
C 0.4040 0.3542 -0.4323
N 0.6291 0.8642 -1.7570
C -0.5445 1.2088 0.5034
N -1.9265 1.1830 0.0945
H 0.6835 -1.6687 -1.2210
H -1.4489 -2.0995 0.2057
H -0.0145 -2.9373 0.8035
H -0.5612 -1.4718 1.5990
H 1.1462 1.7366 -1.7489
H -0.2306 0.8927 -2.2952
H -0.1918 2.2452 0.4790
H -0.4772 0.8448 1.5302
H -2.2936 0.2388 0.1380
H -2.0295 1.5149 -0.8590

SMILES	[H]/N=C1/[C@@H](C)[C@@]1(N)CN
ΔE to the lowest compared entry with this formula, charge and spin	205.2	kJ/mol
strongest force on any atom	2.3	eV/Å
E_HOMO	-8.373	eV

---

The following is a quantum chemistry calculation of C4H6Cl2 in the gas phase at a distorted geometry, from the OMol25 dataset.

Atoms and positions in Å:
Cl 2.5339 -0.0275 -0.4340
C 1.2207 -0.8641 0.6060
C -0.0826 -0.0492 0.8029
C -0.2618 1.4754 0.3656
C -0.8817 0.3483 -0.3045
Cl -2.6319 -0.3519 -0.2622
H 1.6315 -1.1829 1.6663
H 1.1245 -1.9033 0.2029
H -0.5816 -0.1642 1.7667
H 0.6238 1.7827 -0.4474
H -0.4927 2.2531 1.2120
H -0.6073 0.2008 -1.3857

SMILES	ClC[C@H]1C[C@@H]1Cl
ΔE to the lowest compared entry with this formula, charge and spin	193.4	kJ/mol
strongest force on any atom	4.6	eV/Å
E_HOMO	-10.183	eV

---

The following is a quantum chemistry calculation of C3H6S in the gas phase at a distorted geometry, from the OMol25 dataset.

Atoms and positions in Å:
S -1.2932 0.0982 -0.1476
C 0.2371 -0.1356 0.5741
C 1.2870 -0.6738 -0.3203
C 1.2252 0.7159 -0.0478
H -2.0596 -1.1785 0.5315
H 0.3064 -0.3784 1.5834
H 2.0380 -1.3424 0.1834
H 1.1868 -0.9878 -1.2080
H 1.8873 1.2890 0.5641
H 0.8364 1.5889 -0.5283

SMILES	SC1CC1
ΔE to the lowest compared entry with this formula, charge and spin	232.2	kJ/mol
strongest force on any atom	7.2	eV/Å
E_HOMO	-8.679	eV

---

The following is a quantum chemistry calculation of a molecular structure, C25H22F4N6O2PdSe at a distorted geometry, from the OMol25 dataset.

Atoms and positions in Å:
Pd 0.2896 -0.5658 0.0326
C -1.2623 -2.6399 2.0456
C -1.7212 -2.7916 0.5910
N -1.6582 -1.5232 -0.1460
C -1.8872 -1.7046 -1.5869
C -3.1167 -2.5362 -1.9600
C -2.5834 -0.5629 0.4501
C -2.4313 0.8304 -0.1435
N -1.0512 1.2771 -0.0773
C -0.8938 2.5776 -0.2778
C 0.3278 3.2370 0.0647
F 1.3323 2.4870 0.5488
C 0.5161 4.5925 -0.0108
F 1.7076 5.1323 0.3561
C -0.4933 5.4664 -0.4052
C -1.6783 4.8725 -0.7841
F -2.6968 5.6762 -1.2095
C -1.8801 3.5099 -0.7485
F -3.1057 3.1087 -1.2280
H -0.7529 -3.5428 2.3760
H -2.1024 -2.4454 2.7151
H -0.5499 -1.8033 2.1147
H -2.7479 -3.1937 0.5824
H -1.0771 -3.5046 0.0722
H -0.9872 -2.1813 -1.9999
H -1.9476 -0.7154 -2.0443
H -2.9443 -3.5897 -1.7510
H -3.3091 -2.4340 -3.0249
H -4.0080 -2.2142 -1.4232
H -2.3584 -0.4919 1.5182
H -3.6358 -0.8907 0.3453
H -3.0694 1.5026 0.4576
H -2.8276 0.8389 -1.1702
H -0.3538 6.5318 -0.4130
O 2.1674 0.0738 -2.0045
C 2.7621 0.1387 -0.9262
N 2.1153 0.1351 0.2693
C 2.9559 0.1791 1.3296
O 2.6196 0.1697 2.5167
C 4.3246 0.2247 0.7715
C 5.5617 0.2131 1.3818
C 6.6934 0.1742 0.5807
C 6.5820 0.1744 -0.8108
C 5.3389 0.2019 -1.4283
C 4.2068 0.2127 -0.6366
H 5.6379 0.2150 2.4604
H 7.6767 0.1441 1.0345
H 7.4835 0.1490 -1.4125
H 5.2533 0.1978 -2.5053
Se 0.8459 -4.2357 -3.0958
N 1.4379 -5.3333 -1.7500
C 1.6269 -4.5727 -0.6742
C 2.0771 -5.0122 0.5662
C 2.1766 -4.0732 1.6022
C 1.8108 -2.7670 1.4144
N 1.3043 -2.3225 0.2262
C 1.2683 -3.1676 -0.8089
N 0.8458 -2.7678 -1.9980
H 2.3544 -6.0486 0.7144
H 2.5671 -4.3837 2.5636
H 1.9263 -2.0278 2.1968

net charge	-2
ΔE to the lowest compared entry with this formula, charge and spin	58.6	kJ/mol
strongest force on any atom	1.9	eV/Å
E_HOMO	1.087	eV

---

The following is a quantum chemistry calculation of a molecular structure, C47H53ClF6I2N6O10 at a distorted geometry, from the OMol25 dataset.

Atoms and positions in Å:
C 1.3756 -3.4501 4.0329
C 0.4241 -2.2195 4.6266
C 0.6816 -0.7701 3.9428
I 2.8892 -0.6410 3.7161
C -0.1308 -0.4865 2.5078
C -0.2738 -1.7051 1.4387
C -1.2582 -2.9360 1.7493
C -0.9731 -4.0952 0.5725
C -1.1653 -3.5611 -0.9543
N -2.0536 -4.4195 -1.8402
C -1.8904 -4.0413 -3.3229
C -2.8906 -5.0055 -4.2243
C -3.6436 -5.9023 -3.0353
C -3.0648 -5.4979 -1.5328
N 1.0289 0.2592 1.7961
C 1.0577 1.7513 1.6891
O 2.0468 2.4567 1.1672
C -0.3275 2.1914 2.5224
C -0.8633 3.5840 1.8871
C -0.6563 3.8367 0.2831
C 0.4928 5.0174 -0.0066
Cl -0.4379 6.6413 0.2368
C 0.4350 2.6773 3.8825
C -0.4491 3.1392 5.1517
C -0.4153 2.1236 6.4826
N -1.1614 4.2985 5.3342
C -1.2226 0.7915 2.4890
C -2.1811 0.9774 1.1620
C -3.1860 -0.2363 0.7653
C -4.2546 0.4200 -0.3479
I -3.1649 0.7161 -2.2609
C -2.3578 0.4751 3.6138
O -2.4610 -0.8304 4.0008
C -3.5065 1.4144 4.2743
F -3.4131 2.8704 3.9758
F -3.3784 1.3440 5.7799
C -5.0588 1.0204 3.9450
F -5.4319 1.1839 2.4906
F -5.8973 2.0604 4.6544
C -5.6074 -0.4196 4.4218
F -5.2728 -0.8633 5.7888
F -5.3033 -1.5712 3.5123
C -7.2798 -0.3186 4.3965
O -7.9806 -0.1860 5.5441
O -7.9910 -0.4325 3.0940
H 0.8267 -4.4972 4.1317
H 1.6508 -3.3281 2.9036
H 2.3999 -3.5554 4.6227
H -0.6801 -2.5972 4.6664
H 0.7628 -2.1176 5.7683
H 0.2563 0.0317 4.7188
H -0.5462 -1.2012 0.3910
H 0.8211 -2.1513 1.2698
H -2.4192 -2.7322 1.6703
H -1.1063 -3.5256 2.7483
H -1.7133 -4.9803 0.8520
H 0.1175 -4.5500 0.7332
H -0.0861 -3.5916 -1.4646
H -1.5406 -2.4609 -1.0748
H -1.1957 -3.2216 -3.8080
H -3.0286 -5.0322 -5.3877
H -4.4719 -6.7063 -3.2834
H -3.3510 -5.8928 -0.4694
H 1.2510 -0.0633 0.8325
H -2.0394 3.7306 2.0467
H -0.4125 4.5734 2.3871
H -1.6572 4.2890 -0.1855
H -0.3877 2.9101 -0.3638
H 1.3997 4.9453 0.7292
H 0.8343 5.0217 -1.1454
H 1.1112 3.6152 3.5752
H 1.2548 1.9085 4.2896
H -0.9738 2.6694 7.3831
H -0.8796 1.0739 6.2566
H 0.7364 1.9952 6.7543
H -1.0521 4.8330 4.4466
H -1.4429 1.1171 0.2475
H -2.9288 1.9021 1.2877
H -2.7110 -1.1442 0.2019
H -3.8674 -0.6630 1.6080
H -4.6168 1.4924 -0.0328
H -5.1367 -0.3181 -0.5997
H -7.9851 0.4507 2.6215
C -0.9783 5.9740 -5.1881
C -0.6457 5.1080 -4.1452
C -0.6585 3.7271 -4.3513
C -1.0031 3.2223 -5.6127
C -1.3448 4.0892 -6.6592
C -1.3312 5.4681 -6.4403
N -0.9937 1.7726 -5.8428
O -0.7042 1.0380 -4.8866
O -1.2715 1.3667 -6.9803
H -0.9614 7.0502 -5.0242
H -0.3732 5.5098 -3.1717
H -0.3968 3.0655 -3.5284
H -1.6190 3.7108 -7.6417
H -1.5920 6.1495 -7.2472
C 1.6950 -2.0318 -6.9027
C 2.6308 -2.8458 -7.5429
C 3.2991 -2.3844 -8.6785
C 3.0247 -1.0984 -9.1641
C 2.0801 -0.2820 -8.5280
C 1.4160 -0.7556 -7.3946
N 3.7426 -0.5979 -10.3425
O 4.5568 -1.3574 -10.8885
O 3.4966 0.5562 -10.7214
H 1.1805 -2.3938 -6.0142
H 2.8417 -3.8399 -7.1544
H 4.0256 -3.0309 -9.1659
H 1.8538 0.7161 -8.8970
H 0.6832 -0.1282 -6.8919
C 9.3838 -2.6734 1.3459
C 8.6386 -3.2288 2.3872
C 7.8542 -2.4092 3.2011
C 7.8197 -1.0290 2.9592
C 8.5728 -0.4677 1.9193
C 9.3557 -1.2971 1.1139
N 6.9772 -0.1653 3.7952
O 6.3407 -0.6971 4.7170
O 6.9474 1.0447 3.5290
H 9.9895 -3.3172 0.7104
H 8.6668 -4.3021 2.5627
H 7.2793 -2.8574 4.0085
H 8.5592 0.6024 1.7236
H 9.9416 -0.8714 0.3022

strongest force on any atom	9.9	eV/Å
E_HOMO	-7.940	eV

---

The following is a quantum chemistry calculation of a molecular structure, C32H83Br2ClF3O14PS11, from the OMol25 dataset.

Atoms and positions in Å:
C 2.2247 1.2814 1.5150
C 0.8769 0.8102 2.0165
Cl 1.0762 -0.2836 3.4366
C 0.1208 0.0332 0.9111
P -1.7098 0.3537 0.8601
C -3.0301 -0.2961 -0.2881
C -4.3366 0.4798 -0.2954
O -5.3825 -0.0362 -0.0237
C -2.3215 1.5800 2.1084
O -1.7217 2.8464 1.9304
O -2.0423 3.5747 3.1338
C -1.9783 -1.1460 2.0910
Br -3.7716 -1.0888 2.8586
C -1.5255 -2.5711 1.6065
C -1.1016 -2.7571 0.1328
Br -2.7872 -4.0179 1.9845
C -1.3081 1.7806 -0.5102
F -0.9867 1.1841 -1.6986
F -2.3321 2.6208 -0.7926
F -0.2455 2.5665 -0.2224
H 2.7511 1.8796 2.2571
H 2.8660 0.4413 1.2483
H 2.0614 1.9057 0.6362
H 0.3082 1.6614 2.3836
H 0.5905 0.2575 -0.0466
H 0.2879 -1.0267 1.0856
H -2.6534 -0.2898 -1.3144
H -3.2900 -1.3152 -0.0151
H -4.2938 1.5330 -0.6096
H -2.0987 1.2039 3.1083
H -3.4098 1.6541 2.0205
H -1.1855 3.9968 3.2894
H -1.3535 -0.9194 2.9531
H -0.6936 -2.8495 2.2509
H -0.2260 -3.4054 0.0923
H -1.8862 -3.2355 -0.4508
H -0.8502 -1.8284 -0.3770
C 0.5235 -2.5417 6.7024
S 2.0579 -2.9592 5.8714
O 1.6714 -3.6336 4.5983
C 2.5448 -4.2468 7.0216
H 0.0284 -1.7790 6.1024
H -0.0985 -3.4354 6.7580
H 0.7562 -2.1583 7.6965
H 1.7609 -5.0050 7.0568
H 2.7026 -3.7942 8.0012
H 3.4708 -4.6814 6.6486
C 7.3731 2.0956 0.8113
S 5.9634 2.7785 -0.0615
O 4.7787 1.9331 0.2751
C 6.4808 2.3102 -1.7035
H 7.2129 2.2595 1.8756
H 7.4346 1.0272 0.6023
H 8.2689 2.6171 0.4718
H 6.6288 1.2299 -1.7420
H 7.3998 2.8423 -1.9530
H 5.6748 2.6203 -2.3661
C 1.5204 -7.2106 3.8619
S -0.0446 -6.6846 4.5643
O -0.1846 -7.3962 5.8655
C -1.0953 -7.5541 3.3921
H 2.3045 -6.8000 4.4943
H 1.5633 -8.2997 3.8576
H 1.6184 -6.8049 2.8554
H -0.8803 -8.6219 3.4368
H -0.9213 -7.1606 2.3905
H -2.1259 -7.3669 3.6859
C 2.1679 3.4180 -2.9944
S 3.2567 4.5526 -3.8572
O 4.6336 3.9996 -3.6942
C 3.1238 5.9040 -2.6822
H 2.1710 2.4848 -3.5580
H 2.5531 3.2516 -1.9875
H 1.1592 3.8305 -2.9657
H 3.4355 5.5509 -1.6992
H 2.0949 6.2631 -2.6608
H 3.7859 6.6974 -3.0230
C 5.7155 0.9289 -5.4164
S 4.1720 1.4978 -6.1283
O 3.0977 0.6140 -5.5882
C 4.5024 0.9313 -7.7965
H 5.6702 1.1441 -4.3509
H 5.8149 -0.1423 -5.5909
H 6.5424 1.4768 -5.8673
H 4.6868 -0.1430 -7.7860
H 5.3699 1.4547 -8.1981
H 3.6254 1.1570 -8.4005
C -10.8592 0.9248 -1.1025
S -9.2789 0.9900 -1.9531
O -9.4844 0.3894 -3.3008
C -8.4689 -0.2422 -0.9417
H -11.5360 1.6043 -1.6186
H -11.2446 -0.0940 -1.1364
H -10.7251 1.2423 -0.0686
H -9.0504 -1.1610 -0.9992
H -8.4101 0.1098 0.0875
H -7.4639 -0.3962 -1.3256
C -11.9588 -4.6836 1.1851
S -10.6164 -3.4899 1.1310
O -11.2302 -2.1471 0.9488
C -9.9998 -3.9953 -0.4803
H -12.5062 -4.5150 2.1101
H -12.6136 -4.5240 0.3288
H -11.5447 -5.6916 1.1792
H -10.7955 -3.8896 -1.2174
H -9.6505 -5.0263 -0.4259
H -9.1665 -3.3441 -0.7330
C 11.2115 6.0442 -1.0670
S 11.1225 4.2685 -0.8209
O 9.6831 3.9048 -0.9286
C 11.5105 4.2890 0.9326
H 10.9462 6.2389 -2.1039
H 10.5001 6.5320 -0.4013
H 12.2281 6.3868 -0.8748
H 10.7783 4.9065 1.4523
H 12.5199 4.6736 1.0771
H 11.4543 3.2620 1.2878
C 6.3314 -4.5507 -9.2620
S 5.4577 -3.0328 -9.6602
O 6.1927 -1.9300 -8.9847
C 4.0095 -3.3695 -8.6522
H 7.2963 -4.5086 -9.7626
H 6.4715 -4.6087 -8.1830
H 5.7612 -5.4039 -9.6291
H 4.3198 -3.5152 -7.6178
H 3.4971 -4.2519 -9.0354
H 3.3542 -2.5037 -8.7239
C -11.6937 4.9581 -4.9710
S -11.9893 4.2490 -3.3471
O -12.9887 5.1182 -2.6733
C -10.3841 4.6700 -2.6633
H -12.6087 4.8368 -5.5467
H -11.4587 6.0163 -4.8592
H -10.8777 4.4221 -5.4553
H -10.2433 5.7496 -2.7154
H -9.6064 4.1436 -3.2171
H -10.3731 4.3444 -1.6249
C 2.7880 0.9777 8.5519
S 3.5325 -0.6497 8.4202
O 2.6621 -1.5793 9.1954
C 4.9609 -0.3028 9.4509
H 1.8474 0.9469 8.0056
H 2.6053 1.2043 9.6020
H 3.4516 1.7146 8.1000
H 4.6236 0.0173 10.4364
H 5.5686 0.4668 8.9753
H 5.5315 -1.2254 9.5329

strongest force on any atom	0.4	eV/Å
E_HOMO	-8.344	eV

---

| no. | total energy (eV) |
| --- | --- |
| 1 | -189364.59224 |
| 2 | -13295.05763 |
| 3 | -9831.77954 |
| 4 | -29287.84603 |
| 5 | -14040.45994 |
| 6 | -119013.18493 |
| 7 | -124012.88404 |
| 8 | -352418.82422 |